Below is a structure of composition C18H20Cl5MoSb2 in a non-equilibrium geometry, with properties calculated with wB97M-V/def2-TZVPD.

XYZ file:
```
46
C18H20Cl5MoSb2, DFT wB97M-V/def2-TZVPD
H -1.3662 -3.0094 -0.5427
H -0.3202 0.2917 -4.8051
C -1.6773 -1.8812 2.4464
C 0.6801 -1.5741 -4.5777
H 1.9974 -1.7873 1.8643
H 0.0515 3.1505 -3.4669
H -2.7124 -1.5669 2.3068
H 1.9298 -2.0942 0.1072
H -2.0437 1.0570 -3.4292
C -0.6297 -1.7668 -2.0976
C -0.8319 -0.6263 -2.9337
H 1.9371 2.1312 -1.8096
Cl -2.2978 1.2209 2.8213
H 1.1468 -3.2032 1.2439
H -1.3314 -1.6017 3.4403
H -1.5220 3.8625 -3.0237
C 0.2694 -2.7502 -2.5167
C -0.5504 3.5471 -2.6407
Mo 0.8656 1.3871 0.8599
H 1.8851 0.7710 -0.5962
Cl -1.9740 1.0222 6.0019
C 1.5254 1.9733 3.3728
C 0.9133 -2.6681 -3.7373
Sb -0.8115 1.9774 -1.1743
C -0.6602 1.4303 4.9891
Sb -0.4180 -1.0108 0.9453
C 0.6207 1.6615 5.5602
H 1.1371 -1.5378 -5.5541
C -0.8078 1.5040 3.6012
C -1.7584 0.4490 -2.5680
H -0.0544 4.4113 -2.1931
C -1.3582 -1.9575 -0.8337
H -1.5981 -2.9610 2.3237
H 0.4239 -3.6157 -1.8903
C 0.2770 1.7732 2.7587
C 1.7618 1.9009 4.7330
Cl 3.3132 2.0930 5.4247
C -0.1514 -0.5559 -4.1579
C 1.3779 -2.1600 1.0463
Cl 2.7655 2.1603 2.1485
H 1.2763 0.5599 -2.2739
Cl 0.8147 1.6380 7.2335
H -2.3817 -1.5874 -0.8534
C 1.3488 1.2798 -1.4583
H -2.6556 0.1094 -2.0513
H 1.5937 -3.4471 -4.0436
```

Computed properties:
net charge	+3
orbital gap (spin up / spin down)	0.1562 / 0.1612	Ha

***

Below is a structure of composition C17H31AsF6IrN5O4S3 in a non-equilibrium geometry, with properties calculated with wB97M-V/def2-TZVPD.

XYZ file:
```
68
C17H31AsF6IrN5O4S3, DFT wB97M-V/def2-TZVPD
H 2.9732 -1.5984 -0.8005
C -0.5187 -2.9237 -3.1150
H 1.7280 0.7222 -3.5800
O 0.7275 0.6213 1.8662
H -0.9254 -0.0166 -2.1869
C -0.8393 1.0868 -2.0904
C -0.9132 0.9394 3.9278
F -1.7409 1.9278 4.3632
C -2.8687 -2.7429 -3.5965
H -3.5389 -4.1281 2.0837
S 0.5598 1.5562 2.9863
H 3.6813 0.2234 -1.2321
H -3.2711 -2.6661 1.3383
C -1.9142 -1.5095 -1.7440
H -1.9712 2.6514 -1.0594
H -1.5042 -3.9729 -4.7432
H -0.2345 -3.1423 0.6489
F 3.0173 3.6689 3.1808
N 2.7781 -2.3799 -1.4160
C 1.5200 -2.4485 -1.8814
H -1.1877 -4.3847 2.5294
H -0.8978 1.5365 -3.1027
C 0.4569 4.3658 -1.5963
F 1.3691 4.8915 3.9802
C -0.6433 -2.0447 -2.0378
H -1.9295 1.0627 -0.2171
As 0.9106 1.4935 -1.2550
H 3.7753 1.6032 -2.3968
H 3.5329 -2.6154 -2.0477
C -1.5899 -3.3908 2.3151
H 0.2640 -2.3107 2.1132
H 1.6740 -0.6546 -2.4140
H 2.1910 -1.1852 0.6656
C -1.9907 1.5578 -1.2098
N 0.5294 -1.7796 -1.3505
F -1.6948 0.1311 3.1442
Ir 0.6305 -0.5545 0.2909
H -2.0249 -0.8254 -0.9086
H -3.9958 -1.4502 -2.2963
C 1.9592 0.4116 -2.5396
F 3.2219 4.6814 5.0932
N -1.1611 -1.3105 0.9655
H 1.1017 3.1330 -3.2525
O 0.2628 2.9184 2.5421
H -1.8092 -1.3927 0.1504
O 2.6636 2.2212 6.2670
H -1.5523 -0.6578 1.6831
H 4.0191 -0.0841 -2.9791
H 2.3576 3.4652 -2.0018
H 0.6284 4.4603 -0.5031
S 1.1259 -3.4143 -3.2410
H -3.7352 -3.0111 -4.1977
F -0.5727 0.1748 5.0054
S 1.6823 2.5011 5.2107
N 1.7110 1.4054 4.0655
N -2.8518 -3.5793 1.5518
C 3.4509 0.5512 -2.2684
C -0.6058 -2.5470 1.4909
C 2.3308 3.9891 4.3156
H -0.6175 4.2036 -1.7957
H 0.7521 5.3156 -2.0898
C -1.6191 -3.2872 -3.9093
C 1.2861 3.2239 -2.1612
H -2.6812 -4.0605 0.6596
H -2.9562 1.2841 -1.6841
H -1.8622 -2.8907 3.2495
O 0.3642 2.8453 5.7449
C -3.0173 -1.8645 -2.5276
```

Computed properties:
spin multiplicity	2
<S²>	0.7554
net charge	+3
orbital gap (spin up / spin down)	0.1323 / 0.1270	Ha

***

Below is an isolated molecule of CH2N4S in a non-equilibrium geometry, with properties calculated with wB97M-V/def2-TZVPD.

XYZ file:
```
8
CH2N4S, DFT wB97M-V/def2-TZVPD
N 0.0240 0.7437 0.0957
N -0.2605 -1.4899 0.2029
H -0.0362 1.7827 0.0831
H 1.7426 0.5789 0.3735
N 0.9640 -1.2137 -0.2870
C -0.9870 -0.2885 0.1004
N 1.1306 0.1683 -0.3731
S -2.5774 -0.2814 -0.1955
```

Computed properties:
ΔE to the lowest compared entry with this formula, charge and spin	2.6065	eV
structure (SMILES)	S=c1nn[nH][nH]1
orbital gap	0.2966	Ha

***

Below is a structure of composition C38H44MoN8O2 in a non-equilibrium geometry, with properties calculated with wB97M-V/def2-TZVPD.

XYZ file:
```
93
C38H44MoN8O2, DFT wB97M-V/def2-TZVPD
O 0.8242 -1.7891 1.4305
C -3.1730 0.4525 1.5692
N 0.9298 -0.8569 3.7249
H 6.8465 -0.9157 1.7625
C -2.2605 -0.1256 -0.5077
H -2.3764 0.1935 -4.0488
N -3.0263 0.6652 5.2720
H -1.7474 2.6294 -2.4043
N 0.4965 1.5707 -0.9455
C 0.0514 -0.4194 4.7201
C -4.5579 -1.9802 1.9211
H 6.7155 -2.6448 1.4962
C -3.6228 0.0083 2.9578
H 2.6080 0.2704 4.2197
H -1.5810 4.1542 -1.5635
C 2.1652 -0.4199 3.5195
H 2.9425 0.5874 -2.6745
C 2.4022 2.8891 1.8882
H 0.9740 4.2751 -6.5878
C 4.2679 -0.7831 2.1277
C -3.7507 -1.8297 0.7944
H -1.0845 -2.9690 0.0582
H -5.5210 -3.9026 1.3360
C 2.8408 -0.7945 2.2933
H -1.9267 -2.3683 -2.8220
H -1.5496 -4.2013 -1.0647
C 1.9039 1.4123 -4.1936
H 1.7962 0.6823 0.4440
C 1.3074 3.4350 -5.9630
H -3.2862 -1.3881 5.5933
H -5.3800 -3.5852 3.0861
C 2.2239 -1.7357 -1.3144
C -1.2721 -1.1964 4.7235
C -2.4602 -0.6648 5.5811
H 6.8125 -1.5567 0.1359
C -1.1414 -3.1825 -1.0114
H 2.9327 3.8795 1.8751
H 3.4055 4.0161 -5.7409
H -1.1005 -2.2768 5.0512
H 2.9573 -1.9008 -2.1593
C 2.0502 -1.4746 1.2439
C -3.0407 -0.6312 0.6059
H 0.8193 -3.8433 -1.0921
C -0.9986 2.4200 -6.2672
N 2.1181 0.3324 -3.2785
C 0.5632 3.5986 -0.0296
C -1.0228 3.4447 -2.0751
H -1.6467 -1.1961 3.7142
N -0.3756 0.7853 -4.0485
N -1.6591 -0.8080 -1.4694
C -3.2893 0.9775 4.0021
C 2.5995 3.3250 -5.4410
C -5.5662 -3.0955 2.1130
H 3.1902 2.0937 1.7438
H -2.6895 1.3744 5.9166
H 4.7616 -2.2951 -0.8533
H -0.4544 3.8705 -2.8929
Mo 0.2628 -0.1263 -2.1124
C -1.8937 1.4680 -5.7752
H -3.1625 1.9897 3.6544
H -0.1581 0.6462 4.5175
H -2.8534 1.1937 -6.2102
C 0.1835 -3.1748 -1.6912
H -5.0004 -1.3533 3.9300
H -3.6915 -2.5881 0.0290
H -1.1223 3.1704 -7.0568
C 0.6042 1.5161 -4.6698
C 2.9072 2.2666 -4.5591
C -1.5805 0.7486 -4.6135
N 0.9197 -1.8819 -1.6628
H 0.5251 -1.3359 2.8317
C 6.3570 -1.6766 1.1314
H 0.1403 -3.4314 -2.7694
C 4.8859 -1.4989 1.0682
H 2.3131 -0.5670 -3.7106
C -0.0499 2.8175 -0.9999
C 4.1638 -2.0000 0.0100
N 1.4212 1.5650 0.0348
H 4.9565 -0.4901 2.9209
C 1.4896 2.7365 0.7062
C -2.0680 -2.2038 -1.7322
H -2.2050 0.9790 -0.5274
H -6.5505 -2.6607 2.2278
O -2.9453 1.6381 1.3922
H 1.9557 2.8042 2.8853
C 0.3124 2.4725 -5.7025
H 3.8795 2.1004 -4.1183
H -3.1044 -2.3610 -1.4502
H -2.1039 -0.5529 6.6321
H 0.3305 4.6236 0.1920
C -4.4564 -1.1002 3.0372
C 2.7808 -1.7709 -0.0104
H 0.6119 -0.4743 5.6989
```

Computed properties:
spin multiplicity	3
ΔE to the lowest compared entry with this formula, charge and spin	0.0000	eV
<S²>	2.4396
net charge	+4
orbital gap (spin up / spin down)	0.2211 / 0.1767	Ha